Entry 1:
C46H42F4LiN7Si2Te | ωB97M-V/def2-TZVPD

XYZ file:
```
103
Properties=species:S:1:pos:R:3:lowdin_charge:R:1
Li -1.14067 -0.24892 0.70614 0.47
C -2.27041 3.37548 2.92354 -0.07
C -1.41535 2.40045 2.38082 -0.15
N -1.73213 1.66791 1.34104 0.06
C -2.95041 1.82837 0.75441 -0.18
C -3.90030 2.73868 1.26841 -0.17
C -3.50770 3.53295 2.36708 -0.03
C -5.19975 2.79583 0.70769 -0.08
C -5.51400 1.92684 -0.30069 -0.10
C -4.57576 1.03898 -0.85383 -0.01
C -3.25878 0.99457 -0.40224 -0.26
N -2.21897 0.24936 -0.83135 -0.12
C -2.17472 -0.67558 -1.83826 -0.33
C -2.98580 -0.78896 -2.95403 -0.02
C -2.76725 -1.78705 -3.92418 -0.08
C -1.72272 -2.65816 -3.83362 -0.05
C -0.82008 -2.54621 -2.74786 -0.15
C 0.30720 -3.38766 -2.61344 0.00
C 1.14937 -3.22533 -1.55329 -0.04
C 0.84515 -2.23117 -0.60661 -0.13
N -0.20148 -1.44570 -0.68056 0.06
C -1.04108 -1.57543 -1.75236 -0.20
H -1.94842 3.96463 3.77215 0.10
H -0.43850 2.21806 2.82239 0.10
H -4.21095 4.25503 2.76838 0.11
H -5.92865 3.48760 1.11220 0.09
H -6.52186 1.91608 -0.70053 0.10
H -4.90505 0.35823 -1.62143 0.09
H -3.79464 -0.09248 -3.10614 0.09
H -3.45489 -1.85659 -4.75879 0.10
H -1.56821 -3.43813 -4.56834 0.11
H 0.48377 -4.16421 -3.34909 0.13
H 2.00824 -3.86771 -1.40933 0.12
H 1.49341 -2.09209 0.25384 0.09
F -3.24681 -4.93457 -2.00910 0.09
C -2.17807 -5.17505 -1.22637 -0.17
C -1.22562 -6.05269 -1.70852 -0.18
F -1.46592 -6.60877 -2.91579 0.07
C -0.03096 -6.34514 -1.04430 -0.10
C 0.06050 -5.70726 0.19396 -0.18
C -0.90830 -4.85759 0.68925 -0.17
F -0.67227 -4.30392 1.90230 0.07
C -2.06917 -4.51951 -0.00178 -0.08
C -3.04769 -3.54165 0.49711 -0.21
C -2.61602 -2.44910 1.24757 -0.24
N -2.25271 -1.51243 1.84785 0.09
C -4.41735 -3.57420 0.15611 -0.27
N -5.54884 -3.60338 -0.09092 0.09
F 1.18278 -5.84544 0.93499 0.07
C 1.03160 -7.16041 -1.61571 -0.23
C 2.02937 -7.77840 -0.82985 -0.29
N 2.85755 -8.31918 -0.22445 0.08
C 1.16120 -7.35892 -3.00793 -0.30
N 1.31259 -7.53780 -4.14405 0.08
C 2.27244 7.82854 -2.04024 -0.07
C 1.67231 6.44678 -2.05597 -0.29
C 0.47650 6.17356 -1.40771 -0.03
C -0.09355 4.90310 -1.41796 -0.32
C -1.39052 4.66197 -0.69691 -0.09
C 0.55351 3.86377 -2.09803 -0.54
Te -0.29828 1.91408 -2.12509 1.20
C 1.76851 4.12055 -2.75222 -0.33
C 2.50161 3.03447 -3.49251 -0.11
C 2.30262 5.40471 -2.72374 -0.04
H 1.69637 8.49779 -1.40005 0.07
H 2.29593 8.26381 -3.04237 0.07
H 3.29977 7.81154 -1.66925 0.07
H -0.03306 6.97028 -0.87280 0.11
H -1.78476 5.58496 -0.26983 0.08
H -1.25992 3.93991 0.11425 0.05
H -2.14208 4.24103 -1.37068 0.07
H 2.50984 2.10427 -2.91929 0.03
H 3.53401 3.32474 -3.69378 0.07
H 2.01865 2.81332 -4.44812 0.08
H 3.24597 5.58967 -3.23117 0.11
C 3.85278 0.36258 0.20914 -0.17
Si 3.00405 1.18071 1.66882 0.40
C 4.30863 1.66311 2.93282 -0.20
C 2.14950 2.73929 1.09853 -0.18
C 1.78111 -0.01698 2.37207 -0.16
Si 1.88585 -1.34706 3.67035 0.41
C 2.49740 -2.93347 2.88794 -0.17
C 3.08794 -0.86057 5.03195 -0.20
C 0.20019 -1.61480 4.42320 -0.18
H 4.66102 0.99580 -0.16842 0.03
H 3.14028 0.20120 -0.60444 0.02
H 4.27695 -0.60662 0.48285 0.03
H 4.92699 2.46603 2.52111 0.02
H 4.96811 0.83124 3.18788 0.02
H 3.85476 2.02971 3.85679 0.03
H 2.85174 3.40811 0.59071 0.04
H 1.71269 3.29012 1.93815 0.03
H 1.34728 2.50690 0.39566 -0.02
H 0.87392 -0.11171 1.77165 -0.01
H 3.45001 -2.79431 2.37048 0.03
H 1.77221 -3.33672 2.17987 0.01
H 2.64213 -3.69835 3.65641 0.04
H 4.11237 -0.77073 4.66530 0.01
H 3.07911 -1.63146 5.80792 0.03
H 2.80944 0.08817 5.49832 0.03
H -0.49663 -2.04141 3.69620 0.00
H -0.23728 -0.67608 4.77461 0.03
H 0.26710 -2.29777 5.27515 0.03
```

Calculated values
* total charge: -2
* HOMO (spin up / spin down): -1.64 / -1.64 eV
* orbital gap (spin up / spin down): 4.19 / 4.55 eV

Entry 2:
CH4NO2S | ωB97M-V/def2-TZVPD

XYZ file:
```
9
Properties=species:S:1:pos:R:3:nbo_charge:R:1
C -0.94763 -0.58683 -0.10369 -0.87
N 0.52939 1.55015 -0.01327 -1.29
O 1.23706 -0.33911 -1.42450 -1.04
O 1.46490 -0.67966 1.04195 -1.02
S 0.74860 0.02383 -0.04681 2.25
H -1.37356 0.11226 -0.68572 0.22
H -1.09141 -1.68900 -0.39466 0.21
H -1.51744 -0.46426 0.91154 0.19
H 0.95009 2.07262 0.71515 0.35
```

Calculated values
* total charge: -1
* HOMO: -3.89 eV
* orbital gap: 8.21 eV
* SMILES: C[S@](=N)(=O)[O-]

Entry 3:
C18H17BBaN12O | ωB97M-V/def2-TZVPD

XYZ file:
```
50
Properties=species:S:1:pos:R:3:lowdin_charge:R:1
Ba -0.07927 -0.64218 -1.16216 2.09
C 4.35912 -0.25887 0.48499 -0.05
C 3.29739 0.19231 -0.30331 -0.15
N 2.18488 -0.48596 -0.03249 -0.17
N 2.50625 -1.38734 0.92807 -0.05
C 3.80566 -1.26636 1.24707 -0.08
B 1.51869 -2.46525 1.45761 -0.49
N 0.24384 -1.80055 2.06584 -0.04
C -0.20207 -1.94285 3.32402 -0.08
C -1.34591 -1.18630 3.47785 -0.06
C -1.52735 -0.59802 2.22397 -0.16
N -0.57214 -0.96815 1.37887 -0.11
N 1.15289 -3.47232 0.31321 -0.05
C 1.43678 -4.78436 0.28653 -0.08
C 1.02892 -5.30505 -0.92581 -0.06
C 0.49268 -4.20549 -1.60010 -0.16
N 0.56910 -3.10829 -0.85280 -0.17
H 5.37371 0.09739 0.49402 0.10
H 3.30162 0.97607 -1.04566 0.08
H 4.24321 -1.90765 1.99407 0.12
H 2.06426 -3.08779 2.32861 0.12
H 0.32841 -2.56946 4.02125 0.12
H -1.94964 -1.07836 4.36146 0.09
H -2.30408 0.08075 1.90299 0.10
H 1.91217 -5.25511 1.13077 0.12
H 1.11197 -6.32141 -1.26755 0.09
H 0.05560 -4.16230 -2.58649 0.10
N 0.84597 0.75659 -3.00041 -0.09
C 1.17281 1.86909 -2.96161 -0.25
C 1.56745 3.19911 -2.80870 -0.31
C 2.80187 3.48262 -2.17817 -0.27
N 3.78786 3.70643 -1.61971 0.13
C 0.62498 4.22417 -3.06318 -0.27
N -0.13954 5.07453 -3.22735 0.12
C -4.83950 0.80878 -0.62572 0.01
N -3.59375 1.55487 -0.45804 -0.04
C -3.60029 2.81454 0.05580 -0.03
C -2.46831 3.51861 0.23113 0.02
C -1.24883 2.87126 -0.13703 -0.35
N -1.23631 1.63630 -0.62972 0.03
C -2.39621 0.96017 -0.81745 -0.58
O -2.41480 -0.18975 -1.29815 -0.25
N -0.08110 3.48478 0.04104 0.22
H -5.64176 1.51167 -0.83689 0.10
H -5.07160 0.24080 0.27457 0.10
H -4.72434 0.11958 -1.45490 0.09
H -4.57318 3.21330 0.30813 0.14
H -2.48652 4.52105 0.62762 0.12
H -0.05151 4.46471 0.26147 0.13
H 0.75994 3.06966 -0.32754 0.10
```

Calculated values
* HOMO: -7.96 eV
* orbital gap: 7.78 eV

Entry 4:
C10H14DyN2P | ωB97M-V/def2-TZVPD

XYZ file:
```
28
Properties=species:S:1:pos:R:3:lowdin_spin:R:1
C -0.27141 -1.53067 -1.31971 0.01
C 0.77578 -2.39757 -0.95320 0.00
C 0.57945 -2.87635 0.38568 0.00
C -0.70424 -2.38886 0.79723 0.00
C -1.22855 -1.49601 -0.16100 0.00
Dy 0.42835 1.30236 0.27926 5.60
P -0.93795 2.32598 -1.63187 -0.02
H -0.57934 -1.29912 -2.35247 0.00
H 1.69324 -2.58029 -1.54641 0.00
H 1.36699 -3.22557 1.06364 0.00
H -2.30168 -1.26615 -0.28893 0.00
H -1.14569 -2.58294 1.79191 0.00
H -2.36967 2.37524 -1.59222 -0.01
H -0.47324 2.05716 -2.97851 -0.01
H -0.37883 3.63758 -1.27777 0.00
N 0.44356 3.00120 1.69966 -0.05
C 0.76271 2.10540 2.85308 -0.08
C 1.39122 2.49702 4.01674 -0.01
C 1.80880 1.45669 4.84676 -0.14
C 1.59801 0.11807 4.50017 -0.02
C 1.00190 -0.19694 3.29725 -0.10
N 0.56516 0.83167 2.49853 -0.10
H -0.60495 2.94468 1.51742 -0.06
H 0.52227 3.96557 2.01778 0.00
H 1.55174 3.55175 4.21885 0.00
H 2.28434 1.67860 5.79421 -0.01
H 1.89456 -0.69608 5.15940 0.00
H 0.79044 -1.20342 2.92905 -0.01
```

Calculated values
* HOMO (spin up / spin down): -6.33 / -4.56 eV
* orbital gap (spin up / spin down): 6.01 / 4.00 eV
* multiplicity: 6

Entry 5:
C3H3N3O | ωB97M-V/def2-TZVPD

XYZ file:
```
10
Properties=species:S:1:pos:R:3:nbo_charge:R:1
C 1.29510 -0.71679 -0.59326 0.53
C -0.72553 0.67929 -0.70674 0.19
C -0.52788 -0.09088 1.21122 0.17
H 2.11089 -1.31599 0.04894 0.18
H -0.44179 0.94606 -1.67593 0.22
H -0.40354 -0.64693 2.23290 0.23
N 0.09395 -0.22295 -0.07009 -0.47
N -1.48044 1.34931 0.04108 -0.27
N -1.39327 0.83748 1.33541 -0.25
O 1.47251 -0.81861 -1.82353 -0.52
```

Calculated values
* HOMO: -10.84 eV
* orbital gap: 10.52 eV
* SMILES: O=Cn1cnnc1

Entry 6:
C41H34ClN3O6OsP | ωB97M-V/def2-TZVPD

XYZ file:
```
87
Properties=species:S:1:pos:R:3:lowdin_charge:R:1
Os -0.46012 0.00114 0.63446 1.53
O 1.30479 -1.42210 -3.30935 0.06
C 1.60051 -2.67616 -2.89641 -0.25
C 2.12749 -3.54397 -3.85185 0.00
C 2.47106 -4.83357 -3.50835 -0.06
C 2.29600 -5.29272 -2.20310 -0.08
C 1.77690 -4.44049 -1.25545 -0.03
C 1.41804 -3.12465 -1.57803 -0.08
C 0.84652 -2.26155 -0.53174 -0.41
O 0.37651 -1.08955 -0.90646 -0.27
N 0.76208 -2.67719 0.69267 0.11
N 0.14900 -1.71382 1.49311 -0.16
C 0.22463 -1.88954 2.77449 -0.04
C -0.23249 -1.00272 3.80452 -0.15
C -0.06795 -1.46967 5.13182 -0.04
C -0.37675 -0.69286 6.21322 -0.07
C -0.85191 0.60986 5.99437 -0.06
C -1.00966 1.10490 4.72509 -0.01
C -0.71130 0.31978 3.59296 -0.33
O -0.91068 0.87709 2.41599 -0.21
H 0.93140 -0.95445 -2.54132 0.06
H 2.26356 -3.17110 -4.85792 0.12
H 2.88281 -5.49174 -4.26243 0.11
H 2.56629 -6.30456 -1.93617 0.11
H 1.63641 -4.77195 -0.23602 0.11
H 0.73283 -2.79987 3.07906 0.14
H 0.32124 -2.47036 5.27567 0.12
H -0.24264 -1.06697 7.21778 0.11
H -1.09013 1.24121 6.84098 0.11
H -1.36691 2.11158 4.55345 0.12
N -2.44093 -0.73668 1.19630 -0.02
C -3.56118 0.13813 0.86450 -0.27
C -4.68514 0.22421 1.65953 0.00
C -5.71243 1.07043 1.26180 -0.04
C -5.61871 1.78842 0.07830 -0.05
C -4.48714 1.68459 -0.71795 -0.05
C -3.43958 0.86854 -0.31084 -0.26
P -1.89054 0.52627 -1.17392 1.07
C -1.39556 1.90641 -2.19945 -0.35
C -1.64941 3.22526 -1.82423 -0.09
C -1.17591 4.26298 -2.61006 -0.06
C -0.42738 3.98960 -3.74813 -0.05
C -0.14954 2.67770 -4.10674 -0.05
C -0.63410 1.63348 -3.33592 -0.07
C -2.32596 -0.81650 -2.30559 -0.32
C -2.97851 -0.46856 -3.49001 -0.08
C -3.44052 -1.45385 -4.34604 -0.05
C -3.26161 -2.79356 -4.02744 -0.05
C -2.62965 -3.14584 -2.84449 -0.05
C -2.16522 -2.16227 -1.98383 -0.08
H -2.42943 -0.89825 2.20296 0.11
H -2.58004 -1.64767 0.75918 0.12
H -4.76029 -0.34369 2.57868 0.13
H -6.59310 1.16633 1.88214 0.12
H -6.43114 2.43385 -0.22594 0.12
H -4.42435 2.23594 -1.64676 0.12
H -2.19212 3.44372 -0.91498 0.11
H -1.38302 5.28664 -2.32849 0.11
H -0.05729 4.80375 -4.35707 0.11
H 0.43962 2.46468 -4.98819 0.12
H -0.42727 0.60939 -3.62851 0.11
H -3.11869 0.57253 -3.75569 0.11
H -3.93571 -1.17294 -5.26567 0.11
H -3.61213 -3.56148 -4.70380 0.11
H -2.48000 -4.18702 -2.59207 0.12
H -1.65380 -2.46192 -1.08014 0.09
C 5.64534 1.52468 -0.19887 -0.02
C 5.10163 1.50139 1.19961 -0.19
C 5.76872 0.85240 2.22706 -0.05
C 5.24724 0.83193 3.51228 -0.67
Cl 6.10607 -0.00123 4.77027 0.67
C 4.05245 1.45908 3.79921 -0.10
C 3.37187 2.11819 2.78280 -0.01
C 3.89704 2.13706 1.50243 -0.22
O 3.29608 2.77971 0.43340 -0.02
C 1.96122 3.16002 0.56411 -0.08
C 1.04347 1.97442 0.51906 -0.52
O -0.20576 2.09948 0.32982 -0.11
O 1.44780 0.78205 0.65904 -0.03
H 6.51605 0.87668 -0.27968 0.08
H 5.94105 2.53419 -0.48904 0.09
H 4.89513 1.19106 -0.91642 0.08
H 6.70317 0.34618 2.02303 0.12
H 3.65167 1.43598 4.80280 0.11
H 2.43164 2.59519 3.02167 0.11
H 1.70920 3.80691 -0.27652 0.15
H 1.75925 3.72799 1.47749 0.14
```

Calculated values
* total charge: +1
* HOMO: -10.31 eV
* orbital gap: 6.74 eV

Entry 7:
H37O19 | ωB97M-V/def2-TZVPD

XYZ file:
```
56
Properties=species:S:1:pos:R:3:nbo_charge:R:1
O -1.44367 -4.19668 -2.68710 -0.95
H -0.98589 -3.80573 -3.41678 0.47
H -0.81325 -4.55176 -2.03054 0.48
O -4.82781 -0.57617 1.14163 -0.93
H -4.28276 -0.82473 0.39102 0.47
H -4.59267 0.35517 1.15382 0.46
O -1.96809 1.74105 3.31291 -0.96
H 1.93851 2.19047 -1.67643 0.50
H -2.62069 1.23525 2.81955 0.49
O 1.24367 -1.71328 -4.32316 -0.93
H 1.49685 -1.20135 -3.53565 0.46
H 0.60860 -1.06970 -4.66887 0.47
O -2.09973 0.20345 -2.08949 -0.99
H -1.30616 0.20254 -1.49893 0.50
H -1.92126 -0.64695 -2.50379 0.48
O -0.50202 -1.91038 -1.28518 -0.97
H -0.69034 -1.23893 -0.53954 0.48
H 0.45747 -1.71901 -1.11169 0.45
O -0.37920 2.46435 -3.56328 -0.99
H 0.45435 2.76646 -3.18459 0.49
H -0.83053 1.79537 -2.98062 0.50
O 1.40601 2.86781 -1.23902 -0.98
H 0.17840 0.87664 0.62940 0.48
O 2.27232 -0.64671 1.86823 -0.98
H 3.22706 -0.16750 1.73723 0.49
H 2.35684 -0.61048 0.88976 0.47
O -2.88914 3.55416 -2.32489 -0.95
H -3.09560 2.68084 -2.69039 0.47
H -1.94369 3.45983 -2.38597 0.48
O 0.36466 4.30154 1.50904 -0.96
H 0.07836 4.04996 0.64426 0.48
H 0.88611 3.59232 1.93798 0.49
O -2.22915 -1.27417 3.82080 -0.95
H -2.05888 2.67068 3.18342 0.47
H -2.29840 -1.89472 3.09459 0.49
O 3.93756 1.46275 0.81462 -1.00
H 3.10326 1.25374 0.25412 0.50
H 1.35762 2.68125 -0.31498 0.47
O -0.08365 0.31555 -0.11492 -1.16
H 4.61785 1.18532 0.17229 0.46
H -1.27781 -1.16117 4.01482 0.46
O 2.09819 -3.25304 2.67525 -0.97
H 2.03241 -2.45743 2.09827 0.49
H 1.30577 -2.93298 3.27382 0.46
O 2.68696 2.29347 3.08332 -0.95
H 3.38823 1.66626 2.99339 0.48
H 2.00731 1.86906 3.61391 0.47
O 1.52741 -4.97670 -0.59493 -0.96
H 1.32813 -4.25846 -1.19959 0.47
H 1.65574 -4.63361 0.30300 0.49
O 2.21369 0.61082 -0.88727 -1.10
H 1.07941 0.44961 -0.69215 0.51
H 2.60521 -0.17882 -1.23304 0.46
O -1.86176 -1.13038 1.13217 -0.97
H -2.17928 -1.74552 0.45397 0.46
H -1.12605 -0.68307 0.64164 0.47
```

Calculated values
* total charge: -1
* HOMO: -8.27 eV
* orbital gap: 10.01 eV

Entry 8:
C7H12 | ωB97M-V/def2-TZVPD

XYZ file:
```
19
Properties=species:S:1:pos:R:3:nbo_charge:R:1
C 0.17751 -2.50363 0.26189 -0.63
C 0.12729 -1.28917 0.96738 -0.10
C -0.57545 -0.01865 0.59723 -0.28
C -1.35449 0.56808 -0.47107 -0.40
C -0.29993 1.87720 -0.74779 -0.40
C 1.05314 1.46033 0.13665 -0.43
C 0.79525 -0.02891 0.14737 -0.28
H -0.30613 -2.34873 -0.65482 0.21
H 1.20618 -2.83266 0.14254 0.22
H -0.32409 -3.17035 0.86595 0.22
H 0.49688 -1.33739 1.95029 0.21
H -0.65729 0.46578 1.48599 0.21
H -1.28048 0.12984 -1.52451 0.21
H -2.45414 0.87775 -0.30835 0.21
H -0.69096 2.85065 -0.36542 0.20
H -0.07510 2.09132 -1.79442 0.20
H 1.87598 1.52976 -0.82582 0.20
H 1.48384 2.23917 0.99605 0.25
H 0.80201 -0.56037 -0.85913 0.18
```

Calculated values
* HOMO: -8.43 eV
* orbital gap: 9.63 eV
* SMILES: CC1[C@@H]2CCC[C@@H]12

Computed values of strongest force on any atom (unit: eV/Å) for the preceding records, in sequence: 0.43 5.16 2.04 5.15 5.42 1.27 4.83 5.84.
Computed values of energy (unit: eV) for the preceding records, in sequence: -92941.93501 -17522.22007 -40244.52095 -46943.43827 -9675.10801 -84099.45814 -39504.19128 -7448.12886.
Computed values of energy above the lowest of the compared OMol25 structures with the same formula, charge and spin (unit: kcal per mole) for the preceding records, in sequence: 47.8 64.7 38.1 62.6 54.1 3.2 94.3 122.3.